# 1
Here is a cluster of 4 separate species, C18H25B2FN3O2 in total from the Open Molecules 2025 dataset. Energies are from ωB97M-V/def2-TZVPD.

The geometry in XYZ format:
```
51
Properties=species:S:1:pos:R:3:mulliken_charge:R:1
C 3.56662 -0.70499 -2.76633 -0.098
H 5.31026 -3.97528 -1.94332 0.345
H 5.32464 -3.14463 -4.30312 0.359
H 1.85072 2.74783 1.26982 0.293
H 1.76836 3.39238 -0.35677 0.194
B 0.28112 0.24010 0.95234 0.349
H 1.69128 0.94253 -0.80849 -0.395
C 1.20993 -3.88766 2.31377 -0.246
N 1.80692 -5.06433 2.50622 -0.576
C -6.07597 2.04935 -0.97013 -0.363
C -6.65146 3.29479 -0.76747 -0.337
H -0.41945 -2.74233 1.53360 0.372
H 4.13844 -2.62510 -0.21695 0.371
H -0.14765 4.41155 2.83456 0.324
F -1.12813 3.11965 1.13346 -0.409
C -5.87155 4.29296 -0.20366 -0.224
B 0.70702 1.40979 -0.22088 0.400
C -4.75578 1.86348 -0.60026 -0.515
O 1.22916 -0.66249 1.45143 -0.571
C 1.19240 -6.14351 2.02354 -0.288
H 2.03476 -0.50939 0.94477 0.227
C -0.01474 -6.10038 1.34459 -0.253
H -3.02161 2.80752 0.26341 0.475
H 1.71580 -3.01088 2.69973 0.468
C 4.82608 -3.04590 -2.21291 -0.602
C 4.83061 -2.58255 -3.51997 -0.151
C 0.33638 4.78780 1.93141 -1.430
O -0.96627 -0.00559 1.53785 -0.688
H -0.17684 1.58721 -1.07876 -0.271
H 1.69448 -7.09209 2.18849 0.336
C 1.17608 2.87153 0.40866 -0.929
C 0.05763 3.82729 0.77584 0.811
H -1.58236 0.59932 1.11441 0.237
H -0.46342 -7.01258 0.97259 0.345
H -0.22736 4.40032 -0.11196 0.212
H -6.28930 5.28054 -0.03266 0.343
H -6.64727 1.24089 -1.40949 0.366
H -0.05284 5.79146 1.74275 0.297
N 3.55929 -1.14087 -1.51327 -0.218
C -0.00160 -3.73425 1.65249 -0.144
C 4.17489 -2.28869 -1.24806 -0.119
N -4.60194 4.12708 0.15794 -0.444
H 3.04415 0.23108 -2.93524 0.339
C -0.62363 -4.86674 1.15734 -0.434
H 1.40983 4.86406 2.11362 0.410
H 4.15991 -0.99151 -4.81096 0.342
H -7.68026 3.49206 -1.03938 0.347
H -1.56745 -4.79001 0.63174 0.379
H -4.26047 0.91218 -0.74242 0.401
C -4.05580 2.92614 -0.03899 -0.018
C 4.18639 -1.38911 -3.80494 -0.617
```

Results
Spin multiplicity: 1
Charge: -1
Energy: -1165.3197 a.u.
Kohn-Sham gap: 0.262 hartree
LUMO: 2.83 eV


# 2
Here is a cluster of 2 separate species, C18H25Cl2N3O9P in total from the Open Molecules 2025 dataset. Energies are from ωB97M-V/def2-TZVPD.

The geometry in XYZ format:
```
58
Properties=species:S:1:pos:R:3:mulliken_charge:R:1
C -1.17806 -3.46197 3.71536 0.135
O 2.57239 0.10068 -1.95698 -0.485
C 1.12592 4.71502 -5.75636 -0.326
O -3.16047 3.34000 -1.17106 -0.603
H 0.13190 4.87693 -2.14328 0.364
H 2.65522 -0.43401 -4.47049 0.340
C -2.05990 3.71346 -1.55837 -0.039
C -0.67437 2.87173 -4.65815 -0.443
H -2.00898 4.18075 -2.53629 0.357
H -2.03142 -3.00062 4.21307 0.415
C 0.33020 4.22592 -1.28558 -1.123
H 0.81283 -2.74187 3.96792 0.349
C 1.37544 3.16501 -1.64587 -1.063
C 1.48064 3.96004 -4.63312 0.040
H -1.38127 2.15550 -4.24533 0.505
H -0.90438 2.07350 0.59160 0.580
H 0.95974 -4.99819 2.20228 0.241
H -1.09166 -4.89651 6.36574 0.246
O -2.63868 -5.35603 3.86743 -0.702
H -2.00532 3.47498 -6.24255 0.412
N 0.04479 -3.14969 4.47704 0.008
O 1.34122 -3.08634 6.27016 -0.700
Cl 2.26764 5.86293 -6.41785 -0.213
O -0.88355 3.08702 0.53143 -0.499
H 1.38906 -5.34581 3.89538 0.223
C -0.13922 4.54491 -6.33530 0.377
P 2.25018 1.03110 -3.19119 0.799
C -1.03026 3.61669 -5.78693 -0.750
O -0.77251 -1.39701 -0.05363 -0.714
H 0.72526 4.86429 -0.48876 0.385
Cl -0.61622 5.47535 -7.73675 -0.212
C 0.94288 2.24726 -2.81754 0.069
H -0.33523 -0.94154 3.00587 0.280
H -1.74572 -3.24855 6.54379 0.330
H -2.07883 -0.96836 2.72409 0.230
O 3.51893 1.71221 -3.51701 -0.738
O -0.79442 0.59671 0.89075 -0.714
C -0.88507 -0.65484 0.94566 0.270
H -0.17668 -3.17425 1.82640 0.154
C -1.09463 -2.83856 2.30822 -0.630
C -1.49997 -4.97220 3.62271 0.038
H 1.55474 2.54966 -0.75623 0.623
C 0.84537 -5.70905 3.02181 -0.725
N -0.89139 3.59449 -0.80762 0.462
H 0.08280 1.65411 -2.49158 0.609
H 1.27982 -6.66029 2.71348 0.329
H -0.92460 -6.83947 3.33678 0.281
N -0.56882 -5.89673 3.34900 -0.122
O 1.85954 0.10556 -4.41136 -0.519
H 2.47273 4.09166 -4.21022 0.427
H 2.31723 3.66745 -1.89148 0.319
C -1.11500 -1.29720 2.32862 -0.507
H 2.85368 0.72328 -1.27898 0.345
H -0.53176 -3.85356 7.69148 0.333
H -1.94412 -3.18818 1.71925 0.343
C -0.86154 -3.87309 6.65420 -1.042
C 0.58123 3.04352 -4.06071 0.057
C 0.25269 -3.33778 5.77708 0.593
```

Results
Spin multiplicity: 1
Charge: -1
Energy: -2804.2692 a.u.
Kohn-Sham gap: 0.288 hartree
LUMO: 2.23 eV


# 3
Here is a structure of composition C18H25ClFN4O3S2 from the Open Molecules 2025 dataset. Energies are from ωB97M-V/def2-TZVPD.

The geometry in XYZ format:
```
54
Properties=species:S:1:pos:R:3:mulliken_charge:R:1
C 4.61572 -4.70830 2.11375 -1.029
H 2.51583 -2.21101 3.74208 0.356
H 1.88350 -4.67498 2.22635 0.414
C 2.72178 2.28113 0.59594 -1.169
H 5.54997 -4.21256 2.37438 0.346
N 2.23775 -3.71673 2.28781 0.072
H 0.02634 2.88362 -3.28543 0.450
H -2.55496 -1.62214 -1.83270 0.360
H 1.71517 -3.08618 1.66670 0.125
H 0.76785 1.17163 0.49961 -0.005
C -3.62566 2.44060 0.99437 0.032
C -3.33029 1.65281 -2.90966 -0.275
H 2.72493 2.03334 1.68977 0.256
H 1.04850 -0.93087 0.51635 -0.021
H 1.18698 2.12567 -0.97212 -0.070
H 4.27819 -5.29175 2.97233 0.351
C -3.40623 4.49378 1.74178 0.424
C 1.62983 -0.93816 -0.45017 0.099
N -1.73764 -0.75097 1.52118 -0.495
C -2.43593 0.28926 -0.78385 0.151
N -4.18649 3.52495 1.79281 -0.617
N -2.77037 1.14570 2.99817 -0.676
H 2.34322 -1.81588 -0.40193 0.137
H 3.73700 1.99710 0.18470 0.281
C -3.14301 1.40710 -1.37918 -0.034
Cl -4.63316 3.90355 -1.12550 -0.123
O -0.68471 -1.47933 -0.99106 -0.340
H 1.10760 -3.28016 3.99995 0.372
H -4.31904 2.17583 -3.07760 0.374
S -2.51887 5.77746 1.33316 -0.226
H -1.49493 -0.46107 -2.70443 0.490
O 2.28771 0.28814 -0.75444 -0.464
C -2.33320 0.20976 0.71490 0.488
C -2.92157 1.26832 1.63133 0.763
C -3.74012 2.48037 -0.45875 0.616
C 3.60323 -3.67763 1.73764 0.481
F -3.36039 0.47570 -3.69000 -0.337
H 0.88447 -2.19913 -2.19988 0.305
H -2.20356 3.49289 -2.57173 0.339
O 3.75344 -2.79604 0.94910 -0.386
C 0.58790 -1.27082 -1.63047 -0.129
H 2.57179 3.37529 0.40489 0.358
H 0.62774 -0.38946 -2.32389 0.132
S -1.92763 -0.30429 3.12155 0.137
H 2.74969 -3.89185 4.33294 0.344
H -0.58671 1.41411 -4.24844 0.280
H -0.60652 1.45406 -2.40632 -0.515
C -1.76388 -0.82182 -1.67766 -1.043
H -2.46259 3.20685 -4.32863 0.399
C -2.20669 2.68682 -3.36897 -0.519
C 1.62078 1.42941 -0.19105 0.501
H 4.77192 -5.38054 1.26847 0.336
C -0.74789 2.06318 -3.34852 -0.295
C 2.15320 -3.23678 3.70038 -0.802
```

Results
Spin multiplicity: 1
Charge: +1
Energy: -2501.6426 a.u.
Kohn-Sham gap: 0.254 hartree
LUMO: -3.88 eV


# 4
Here is a structure of composition C18H25N2O2P2Pt from the Open Molecules 2025 dataset. Energies are from ωB97M-V/def2-TZVPD.

The geometry in XYZ format:
```
50
Properties=species:S:1:pos:R:3:mulliken_charge:R:1
H -1.65147 -1.96323 2.62750 0.435
H -1.46805 2.28039 2.12664 0.216
P -0.55397 -0.55568 -2.61407 0.532
H 3.03189 1.46898 0.98071 0.403
C 0.47856 -4.10330 -0.75122 -0.896
O -1.30278 5.05052 -1.93931 -0.780
N 0.52160 3.27026 0.57093 -0.507
H 0.12188 5.33169 0.11622 0.339
H -0.75763 -2.52987 -4.17889 0.360
H -1.22509 4.40295 0.77869 0.217
C 3.59738 -0.01005 -1.73713 -1.423
C -0.35511 4.34822 0.12058 -0.420
H -1.00183 -0.96035 -4.98378 0.419
H 1.39298 3.28933 0.05740 0.224
C 1.41497 -1.47441 -0.83916 0.428
H 2.17062 -4.49976 0.51074 0.380
H 3.38166 -0.23757 -2.78215 0.344
C -1.77870 -0.97082 3.04386 -0.318
O -0.86203 2.86676 -1.69980 -0.962
C -0.41033 -1.49523 -4.23764 -1.311
P 1.97258 0.28547 -0.85242 0.271
C 1.63230 -3.75658 -0.06577 -0.799
C -2.38510 0.48747 4.86914 -0.410
C -0.18881 -3.14826 -1.50107 -0.381
C -2.09629 1.59122 4.06653 -0.604
H 3.44259 -0.24924 1.09986 0.455
C 0.26470 -1.83414 -1.56271 0.328
H 0.63162 -1.49078 -4.56319 0.326
H 0.10177 -5.11847 -0.70447 0.376
C -0.88788 4.07438 -1.31358 0.543
C -2.22663 -0.78843 4.33581 -0.495
C -1.66043 1.43080 2.77051 0.050
C -2.34099 -0.92590 -2.31204 -1.181
H 0.71910 3.31571 1.56178 0.184
H -1.08462 -3.43758 -2.03789 0.224
C 2.64309 0.45515 0.86397 -1.312
H -2.53828 -0.74487 -1.25723 0.268
H -2.46530 -1.65671 4.94091 0.329
H 2.99380 -2.19551 0.43185 0.201
H 1.80707 0.32460 1.55164 0.286
H -2.62536 -1.94531 -2.58362 0.389
H -2.93271 -0.22464 -2.90290 0.381
C -1.47775 0.13493 2.20188 -0.079
H -2.73440 0.62166 5.88525 0.351
Pt -0.46997 1.12447 -0.38954 1.428
N -1.06726 -0.05626 0.94346 -0.491
H -2.22340 2.58988 4.47085 0.349
H 4.18589 0.90912 -1.70163 0.423
C 2.09431 -2.45109 -0.11554 -0.450
H 4.17179 -0.82993 -1.29994 0.357
```

Results
⟨S²⟩: 2.03
Spin multiplicity: 3
Energy relative to the best compared isomer or geometry (same formula, charge and spin): 62.5 kJ/mol
Charge: -1
Energy: -1762.8987 a.u.
Kohn-Sham gap (alpha / beta): 0.229 / 0.235 hartree
LUMO (alpha / beta): 2.75 / 2.72 eV


# 5
Here is a structure of composition C18H25N2SSn from the Open Molecules 2025 dataset. Energies are from ωB97M-V/def2-TZVPD.

The geometry in XYZ format:
```
47
Properties=species:S:1:pos:R:3:mulliken_charge:R:1
H 1.60826 1.92443 -0.97247 0.486
N -0.06380 0.67873 4.15472 0.244
H 2.41137 -0.71515 2.43864 0.635
C 0.08700 1.78075 -4.21916 -1.263
C -0.70981 -2.90402 0.01524 -0.945
H -0.04643 -3.76109 -0.05867 0.475
H -0.11838 -1.15919 5.10878 0.297
H -2.73853 -0.45823 -1.11237 0.462
H 2.86602 -2.12341 0.16999 0.485
H 0.43258 -0.76460 -5.88346 0.369
C 0.83198 2.60732 4.75954 -0.632
C 1.89699 0.97242 1.04015 -0.678
S -1.51649 1.31273 1.93312 -0.438
C 2.21451 -0.24744 -0.89340 -0.268
C -1.23548 -2.13752 -1.07685 -0.240
C -1.95596 0.28015 -4.27094 -1.237
C -1.27669 -2.38615 1.22853 -0.434
H -2.93747 -0.91550 1.55707 0.695
C -0.38828 -0.74518 4.13098 -0.611
C 2.47287 -1.11093 0.21840 -0.866
H 1.13097 1.72746 -3.87291 0.342
Sn 0.05269 -0.48448 0.31961 0.760
H -1.46148 -0.87197 3.94515 0.324
C -2.12402 -1.14688 -0.53568 -0.645
H 0.09933 2.35247 -5.16574 0.378
H 1.09309 0.73700 5.94657 0.414
H -2.38606 1.00408 -3.56071 0.371
H 1.34778 3.41479 5.25231 0.417
C -0.50283 0.44680 -4.38298 1.297
C 0.71877 1.30093 5.11121 -0.119
H 2.39357 -0.48544 -1.94228 0.466
H -0.48702 2.38556 -3.49915 0.387
H 0.03575 3.61061 3.04659 0.229
C 1.81767 1.03077 -0.38006 -0.632
C -0.45127 1.57664 3.20436 -0.093
N 0.11576 2.75791 3.58440 0.049
H -2.23267 -0.73387 -3.94289 0.331
H 1.85469 1.82716 1.71941 0.612
C -2.20003 -1.34759 0.87806 -0.946
C 0.34011 -0.68280 -4.78419 -1.075
H -1.16079 -2.81100 2.22330 0.652
H -0.06879 -1.64495 -4.43508 0.316
H -2.47116 0.44842 -5.23519 0.392
H -1.06508 -2.32897 -2.13584 0.438
H 0.18943 -1.26062 3.34509 0.107
C 2.22131 -0.36777 1.42286 -0.599
H 1.36606 -0.58237 -4.39404 0.289
```

Results
Spin multiplicity: 1
Charge: +1
Energy: -1422.4741 a.u.
Kohn-Sham gap (alpha / beta): 0.128 / 0.095 hartree
LUMO (alpha / beta): -5.57 / -6.19 eV


Please write out number 3 again, unchanged.
Here is a structure of composition C18H25ClFN4O3S2 from the Open Molecules 2025 dataset. Energies are from ωB97M-V/def2-TZVPD.

The geometry in XYZ format:
```
54
Properties=species:S:1:pos:R:3:mulliken_charge:R:1
C 4.61572 -4.70830 2.11375 -1.029
H 2.51583 -2.21101 3.74208 0.356
H 1.88350 -4.67498 2.22635 0.414
C 2.72178 2.28113 0.59594 -1.169
H 5.54997 -4.21256 2.37438 0.346
N 2.23775 -3.71673 2.28781 0.072
H 0.02634 2.88362 -3.28543 0.450
H -2.55496 -1.62214 -1.83270 0.360
H 1.71517 -3.08618 1.66670 0.125
H 0.76785 1.17163 0.49961 -0.005
C -3.62566 2.44060 0.99437 0.032
C -3.33029 1.65281 -2.90966 -0.275
H 2.72493 2.03334 1.68977 0.256
H 1.04850 -0.93087 0.51635 -0.021
H 1.18698 2.12567 -0.97212 -0.070
H 4.27819 -5.29175 2.97233 0.351
C -3.40623 4.49378 1.74178 0.424
C 1.62983 -0.93816 -0.45017 0.099
N -1.73764 -0.75097 1.52118 -0.495
C -2.43593 0.28926 -0.78385 0.151
N -4.18649 3.52495 1.79281 -0.617
N -2.77037 1.14570 2.99817 -0.676
H 2.34322 -1.81588 -0.40193 0.137
H 3.73700 1.99710 0.18470 0.281
C -3.14301 1.40710 -1.37918 -0.034
Cl -4.63316 3.90355 -1.12550 -0.123
O -0.68471 -1.47933 -0.99106 -0.340
H 1.10760 -3.28016 3.99995 0.372
H -4.31904 2.17583 -3.07760 0.374
S -2.51887 5.77746 1.33316 -0.226
H -1.49493 -0.46107 -2.70443 0.490
O 2.28771 0.28814 -0.75444 -0.464
C -2.33320 0.20976 0.71490 0.488
C -2.92157 1.26832 1.63133 0.763
C -3.74012 2.48037 -0.45875 0.616
C 3.60323 -3.67763 1.73764 0.481
F -3.36039 0.47570 -3.69000 -0.337
H 0.88447 -2.19913 -2.19988 0.305
H -2.20356 3.49289 -2.57173 0.339
O 3.75344 -2.79604 0.94910 -0.386
C 0.58790 -1.27082 -1.63047 -0.129
H 2.57179 3.37529 0.40489 0.358
H 0.62774 -0.38946 -2.32389 0.132
S -1.92763 -0.30429 3.12155 0.137
H 2.74969 -3.89185 4.33294 0.344
H -0.58671 1.41411 -4.24844 0.280
H -0.60652 1.45406 -2.40632 -0.515
C -1.76388 -0.82182 -1.67766 -1.043
H -2.46259 3.20685 -4.32863 0.399
C -2.20669 2.68682 -3.36897 -0.519
C 1.62078 1.42941 -0.19105 0.501
H 4.77192 -5.38054 1.26847 0.336
C -0.74789 2.06318 -3.34852 -0.295
C 2.15320 -3.23678 3.70038 -0.802
```

Results
Spin multiplicity: 1
Charge: +1
Energy: -2501.6426 a.u.
Kohn-Sham gap: 0.254 hartree
LUMO: -3.88 eV


Copy entry 4 word for word.
Here is a structure of composition C18H25N2O2P2Pt from the Open Molecules 2025 dataset. Energies are from ωB97M-V/def2-TZVPD.

The geometry in XYZ format:
```
50
Properties=species:S:1:pos:R:3:mulliken_charge:R:1
H -1.65147 -1.96323 2.62750 0.435
H -1.46805 2.28039 2.12664 0.216
P -0.55397 -0.55568 -2.61407 0.532
H 3.03189 1.46898 0.98071 0.403
C 0.47856 -4.10330 -0.75122 -0.896
O -1.30278 5.05052 -1.93931 -0.780
N 0.52160 3.27026 0.57093 -0.507
H 0.12188 5.33169 0.11622 0.339
H -0.75763 -2.52987 -4.17889 0.360
H -1.22509 4.40295 0.77869 0.217
C 3.59738 -0.01005 -1.73713 -1.423
C -0.35511 4.34822 0.12058 -0.420
H -1.00183 -0.96035 -4.98378 0.419
H 1.39298 3.28933 0.05740 0.224
C 1.41497 -1.47441 -0.83916 0.428
H 2.17062 -4.49976 0.51074 0.380
H 3.38166 -0.23757 -2.78215 0.344
C -1.77870 -0.97082 3.04386 -0.318
O -0.86203 2.86676 -1.69980 -0.962
C -0.41033 -1.49523 -4.23764 -1.311
P 1.97258 0.28547 -0.85242 0.271
C 1.63230 -3.75658 -0.06577 -0.799
C -2.38510 0.48747 4.86914 -0.410
C -0.18881 -3.14826 -1.50107 -0.381
C -2.09629 1.59122 4.06653 -0.604
H 3.44259 -0.24924 1.09986 0.455
C 0.26470 -1.83414 -1.56271 0.328
H 0.63162 -1.49078 -4.56319 0.326
H 0.10177 -5.11847 -0.70447 0.376
C -0.88788 4.07438 -1.31358 0.543
C -2.22663 -0.78843 4.33581 -0.495
C -1.66043 1.43080 2.77051 0.050
C -2.34099 -0.92590 -2.31204 -1.181
H 0.71910 3.31571 1.56178 0.184
H -1.08462 -3.43758 -2.03789 0.224
C 2.64309 0.45515 0.86397 -1.312
H -2.53828 -0.74487 -1.25723 0.268
H -2.46530 -1.65671 4.94091 0.329
H 2.99380 -2.19551 0.43185 0.201
H 1.80707 0.32460 1.55164 0.286
H -2.62536 -1.94531 -2.58362 0.389
H -2.93271 -0.22464 -2.90290 0.381
C -1.47775 0.13493 2.20188 -0.079
H -2.73440 0.62166 5.88525 0.351
Pt -0.46997 1.12447 -0.38954 1.428
N -1.06726 -0.05626 0.94346 -0.491
H -2.22340 2.58988 4.47085 0.349
H 4.18589 0.90912 -1.70163 0.423
C 2.09431 -2.45109 -0.11554 -0.450
H 4.17179 -0.82993 -1.29994 0.357
```

Results
⟨S²⟩: 2.03
Spin multiplicity: 3
Energy relative to the best compared isomer or geometry (same formula, charge and spin): 62.5 kJ/mol
Charge: -1
Energy: -1762.8987 a.u.
Kohn-Sham gap (alpha / beta): 0.229 / 0.235 hartree
LUMO (alpha / beta): 2.75 / 2.72 eV